Record 1
Here is a structure of composition C59H33AsF19I2NO4PRbS at a distorted geometry from OMol25. Energies are from ωB97M-V/def2-TZVPD.

```
122
Properties=species:S:1:pos:R:3:forces:R:3
Rb 0.703379 -0.347545 0.075336 0.36 -2.31 0.71
F 3.886763 -5.387557 -0.522406 0.01 0.02 -0.01
C 3.980588 -4.288892 -1.292352 -0.02 0.02 -0.01
C 3.255819 -3.151733 -0.998266 -0.07 -0.03 0.11
F 2.444365 -3.143166 0.083041 -0.04 0.06 -0.01
C 3.353872 -2.034176 -1.798290 0.20 0.04 -0.19
F 2.607013 -0.958899 -1.426253 0.66 -0.30 -0.50
C 4.169215 -1.947965 -2.938950 -0.07 -0.30 0.25
S 4.275069 -0.550930 -3.916782 0.04 0.24 -0.16
C 4.883714 -3.135611 -3.196395 -0.05 0.13 -0.03
F 5.697685 -3.197474 -4.261053 0.00 -0.03 0.04
C 4.799009 -4.264381 -2.408632 0.04 -0.09 0.01
F 5.512877 -5.362128 -2.716319 -0.02 0.02 0.00
O -0.918260 1.101567 1.823062 -0.14 0.27 0.03
H -0.329077 1.674998 2.327328 -0.01 0.00 0.02
H -0.751985 1.345667 0.899116 -0.29 0.64 0.05
I -2.246274 2.864354 -2.506132 -0.18 0.00 0.01
I -3.354934 5.736027 -3.024166 0.00 0.31 -0.03
O -1.601095 0.147600 -1.261143 -0.28 0.02 -0.29
C -1.795983 0.792472 -2.250266 -0.39 -0.26 0.08
O 0.583087 1.942440 -0.381479 -0.22 1.52 -0.49
As 1.217485 3.082152 -1.391248 0.75 0.75 0.05
C 3.087833 3.253133 -0.955287 0.03 0.01 0.01
C 3.962473 2.287758 -1.450152 -0.11 0.00 -0.07
C 5.292733 2.302136 -1.063938 0.06 0.01 0.03
C 5.751929 3.280851 -0.192803 -0.01 0.02 -0.02
C 4.883316 4.249373 0.291065 0.01 0.01 -0.01
C 3.547323 4.236746 -0.085754 -0.10 -0.04 -0.02
C 1.269272 2.579302 -3.245157 -0.11 -0.12 0.04
C 1.628236 3.487715 -4.235375 0.00 -0.01 0.11
C 1.727634 3.060436 -5.548269 0.02 0.05 0.01
C 1.490756 1.730297 -5.869031 -0.01 -0.02 -0.01
C 1.174129 0.819188 -4.875695 -0.02 0.02 -0.05
C 1.064869 1.243685 -3.562059 -0.07 0.12 0.10
C 0.459175 4.805338 -0.981007 -0.11 -0.11 -0.02
C -0.048960 4.913707 0.310198 0.01 -0.06 0.01
C -0.563759 6.120814 0.753889 0.00 0.02 -0.05
C -0.577704 7.218407 -0.095738 0.01 -0.01 0.02
C -0.087372 7.105004 -1.386825 0.01 0.01 -0.02
C 0.433668 5.899778 -1.833634 0.00 -0.02 -0.02
H 3.621509 1.522550 -2.142953 0.06 -0.03 0.00
H 5.963888 1.540374 -1.439431 -0.03 -0.01 -0.02
H 6.787302 3.278148 0.121796 -0.01 -0.01 0.01
H 5.243733 5.011602 0.970913 0.00 0.00 0.00
H 2.862969 4.984603 0.297257 0.02 0.03 0.01
H 1.840014 4.518148 -3.984583 0.03 -0.01 -0.06
H 2.001708 3.767574 -6.320679 -0.01 -0.01 -0.01
H 1.579350 1.398878 -6.895439 0.01 0.00 0.00
H 1.036401 -0.225147 -5.119145 0.02 -0.02 0.03
H 0.833677 0.534901 -2.776726 0.04 -0.01 -0.08
H -0.056295 4.039805 0.950379 -0.02 0.02 0.01
H -0.971050 6.197337 1.753548 0.00 0.00 0.00
H -1.000289 8.156842 0.239597 0.00 0.00 -0.01
H -0.139495 7.947332 -2.063850 -0.02 -0.02 0.00
H 0.772063 5.815912 -2.856353 0.00 0.04 0.01
F -3.156590 -5.190073 -3.850150 0.02 0.05 0.01
C -2.855935 -3.894540 -3.746555 -0.02 0.03 -0.01
C -1.672964 -3.495467 -3.155951 0.04 -0.07 -0.01
F -0.825262 -4.409114 -2.681925 -0.04 0.04 -0.03
C -1.354754 -2.149267 -3.063077 0.04 -0.07 0.08
F -0.175037 -1.839246 -2.520207 0.03 0.12 -0.06
C -2.223572 -1.174850 -3.534398 -0.06 -0.11 0.15
O -1.999890 0.170865 -3.486753 0.17 -0.09 -0.09
C -3.411681 -1.597906 -4.127050 0.02 0.11 0.01
F -4.269999 -0.691799 -4.588936 0.01 -0.04 0.01
C -3.725608 -2.937470 -4.242092 -0.02 -0.07 -0.01
F -4.868070 -3.316248 -4.820749 0.04 0.03 0.02
N 6.309402 0.998872 2.019620 -0.01 -0.05 0.02
C 5.237820 0.717939 2.330345 0.10 0.06 -0.01
C 3.912819 0.376653 2.760145 -0.16 0.00 0.07
C 3.097948 1.344192 3.343483 0.08 -0.02 -0.02
C 1.839565 1.003954 3.820013 -0.03 -0.05 -0.01
C 1.366841 -0.299744 3.716540 -0.05 0.04 -0.05
C 2.199010 -1.260437 3.134379 -0.01 -0.01 -0.01
C 3.451433 -0.939483 2.654501 0.10 -0.02 -0.01
H 3.464115 2.358823 3.435428 -0.01 0.01 -0.01
H 1.216329 1.748931 4.300555 -0.01 -0.02 0.01
H 1.851823 -2.287178 3.075217 0.06 -0.01 -0.04
H 4.086230 -1.697539 2.213144 -0.02 0.00 -0.02
F -1.234997 -7.900504 5.117992 0.04 0.01 0.06
C -1.740829 -7.491175 3.934359 -0.01 -0.03 0.03
F -3.067559 -7.738380 3.997864 -0.06 0.01 -0.01
F -1.241651 -8.316104 2.998849 0.04 -0.02 -0.07
C -1.452373 -6.048832 3.662413 0.01 0.03 -0.04
C -0.724969 -5.659400 2.551208 -0.01 -0.06 0.05
C -0.504555 -4.305776 2.324604 0.07 0.09 0.01
C -1.010862 -3.337865 3.185879 0.09 0.00 0.01
C -1.732281 -3.754041 4.309683 -0.01 -0.03 -0.03
C -1.950731 -5.096977 4.548045 0.02 0.02 0.02
P -0.795916 -1.557562 2.711979 -0.60 -0.65 0.53
C -2.616017 -1.238177 2.713435 0.09 0.14 -0.22
C -3.215355 -1.359704 1.458825 0.11 0.06 0.11
C -4.584472 -1.224209 1.298771 -0.08 0.02 0.04
C -5.372046 -0.948188 2.406966 0.05 -0.05 -0.07
C -4.791194 -0.811799 3.660159 -0.03 0.00 0.04
C -3.422792 -0.960199 3.814406 -0.03 -0.05 0.07
C -6.853259 -0.779812 2.276393 -0.02 0.00 0.01
F -7.244638 0.496596 2.465696 0.01 0.08 0.01
F -7.528945 -1.511141 3.190548 -0.01 -0.05 0.06
F -7.319158 -1.149552 1.071376 0.00 -0.02 -0.08
C -0.008517 -0.740275 4.275762 0.23 0.10 -0.12
C -0.819939 0.420226 4.799621 -0.08 0.05 -0.06
C -0.734681 0.809895 6.096716 -0.03 -0.18 0.08
C -0.041404 0.052629 7.070231 0.23 0.16 0.00
C 0.381921 -1.242562 6.692026 -0.14 0.04 0.01
C 0.300069 -1.693008 5.414935 -0.12 -0.08 -0.01
C 0.071005 0.519204 8.445337 -0.11 -0.04 -0.01
F 1.102870 -0.044597 9.125486 0.09 -0.05 0.02
F 0.233852 1.867906 8.549269 0.01 0.09 -0.02
F -1.022359 0.274721 9.260536 -0.10 -0.04 0.02
H -0.340891 -6.400384 1.863860 0.01 0.01 0.00
H 0.064091 -3.997010 1.453981 -0.01 -0.01 -0.01
H -2.131325 -3.016036 4.991795 0.02 -0.03 0.02
H -2.514903 -5.413149 5.416807 0.00 0.01 0.00
H -2.592118 -1.552242 0.592499 -0.05 0.02 -0.01
H -5.038956 -1.325766 0.322846 0.03 0.01 -0.02
H -5.415148 -0.594020 4.518274 0.02 -0.01 0.02
H -2.981485 -0.857395 4.796353 0.02 0.05 0.00
H -1.435007 0.980133 4.108842 -0.01 0.01 0.02
H -1.268197 1.701276 6.413173 0.01 0.03 -0.05
H 0.738891 -1.919781 7.461118 0.03 -0.03 -0.02
H 0.602330 -2.704942 5.179912 0.02 0.00 0.00
```
Positions in Å, forces in eV/Å.

Results
- ΔE to the lowest compared entry with this formula, charge and spin: 27.7 kcal per mole
- Charge: -2
- HOMO energy: -2.284 eV
- HOMO-LUMO gap: 5.3 eV
- LUMO: 2.976 eV

=====

Record 2
Here is a structure of composition C59H40F3FeI4N6 from OMol25. Energies are from ωB97M-V/def2-TZVPD.

```
113
Properties=species:S:1:pos:R:3:forces:R:3
Fe -0.326363 0.201879 -0.150880 -0.25 0.12 -0.81
I -4.771900 -2.334814 -8.577074 0.12 0.05 0.23
C -3.811361 -1.789067 -6.778731 -0.17 -0.10 -0.29
C -4.574925 -1.391084 -5.693659 -0.01 0.00 0.04
C -3.934650 -1.020249 -4.521585 0.07 0.04 -0.03
C -2.543257 -1.039212 -4.420340 0.00 -0.07 -0.11
C -1.804778 -1.452483 -5.527444 -0.02 -0.07 0.10
C -2.430729 -1.829753 -6.707432 0.03 0.01 -0.03
C -1.877806 -0.619555 -3.160326 0.30 0.33 -0.16
C -1.093699 0.509736 -3.189202 -0.34 -0.34 0.28
C -0.789449 1.275457 -4.378499 0.23 0.35 -0.11
C 0.051196 2.258683 -4.004344 -0.10 -0.21 -0.28
C 0.227884 2.141531 -2.572095 0.27 0.27 0.47
C 1.007618 2.984474 -1.805057 -0.26 -0.27 -0.38
C 1.809006 4.035884 -2.475377 0.06 0.08 -0.04
C 3.201645 4.014311 -2.379155 -0.09 -0.04 -0.02
C 3.982903 4.965688 -3.014873 0.06 -0.03 0.00
C 3.362615 5.961986 -3.749313 0.16 0.29 -0.14
I 4.540386 7.408369 -4.738304 -0.16 -0.19 0.14
C 1.983631 6.033097 -3.837808 0.01 0.00 -0.04
C 1.215877 5.066682 -3.203169 0.03 0.00 0.07
C 1.051809 2.935366 -0.389865 0.17 0.29 0.23
N 0.427622 2.014931 0.403400 -0.18 -0.66 0.08
C 0.525893 2.491976 1.691564 0.27 0.25 -0.06
C -0.079934 1.930443 2.834082 -0.16 -0.35 0.18
C -0.082140 2.764700 4.067684 0.00 0.12 0.00
C -0.842634 3.936306 4.064801 0.03 -0.08 0.06
C -0.919789 4.747508 5.184199 0.00 0.00 -0.05
C -0.214554 4.386038 6.321375 -0.04 0.23 0.26
I -0.330971 5.613650 8.034293 0.04 -0.17 -0.22
C 0.557291 3.240191 6.350790 0.04 -0.03 0.08
C 0.618273 2.432563 5.221608 0.04 0.00 -0.09
C -0.786155 0.751031 2.853911 0.24 0.41 -0.16
C -1.379324 0.178770 4.036360 -0.17 -0.30 0.07
C -1.959679 -0.980675 3.661919 0.11 0.18 0.31
C -1.753068 -1.116548 2.238775 -0.24 -0.29 -0.44
N -1.047009 -0.049727 1.768013 0.23 0.10 -0.53
C -2.269005 -2.150085 1.471455 0.20 0.28 0.27
C -2.252793 -2.143228 0.056112 -0.09 -0.22 -0.15
C -2.896052 -3.103194 -0.768728 0.10 0.05 0.22
C -2.825033 -2.634804 -2.054467 -0.01 0.22 -0.01
C -2.115417 -1.409169 -2.013152 -0.13 -0.40 0.03
N -1.716010 -1.146583 -0.724426 0.16 0.46 0.21
C -2.951720 -3.262422 2.175727 -0.11 -0.11 -0.02
C -4.303425 -3.537167 1.950182 0.08 0.06 0.05
C -4.946555 -4.583141 2.591594 -0.02 0.03 -0.02
C -4.232433 -5.370293 3.479774 -0.18 -0.27 0.14
I -5.201085 -6.978567 4.444219 0.15 0.22 -0.12
C -2.899327 -5.114602 3.743421 0.02 -0.03 0.07
C -2.270937 -4.060615 3.095381 -0.01 -0.02 -0.09
C 1.280507 3.689617 1.710363 -0.15 -0.20 0.10
C 1.614273 3.966558 0.409428 0.01 -0.16 -0.28
N -0.479744 1.073768 -2.102949 -0.17 -0.18 0.71
H -5.654311 -1.366593 -5.755903 0.00 0.01 -0.02
H -4.518316 -0.694782 -3.669712 0.00 -0.03 0.02
H -0.724245 -1.485006 -5.454879 0.01 -0.01 0.01
H -1.844422 -2.157804 -7.555060 0.00 0.02 -0.01
H -1.156897 1.078687 -5.371799 -0.02 -0.03 0.02
H 0.525921 2.991043 -4.635658 -0.03 0.02 0.00
H 3.670333 3.227941 -1.799700 0.02 0.00 -0.02
H 5.061647 4.925620 -2.944832 -0.01 -0.01 0.00
H 1.509689 6.834131 -4.388868 -0.01 -0.02 -0.02
H 0.136010 5.119189 -3.263276 0.00 -0.02 0.01
H -1.385890 4.198974 3.165944 0.00 0.02 0.00
H -1.521456 5.645892 5.166621 0.00 0.00 0.02
H 1.113064 2.977610 7.240829 -0.01 -0.02 0.00
H 1.224314 1.534831 5.238481 -0.01 -0.01 -0.02
H -1.347410 0.614722 5.021560 -0.05 0.00 -0.02
H -2.504728 -1.673262 4.282283 -0.01 0.02 -0.01
H -3.345336 -4.025320 -0.442751 -0.04 0.01 0.07
H -3.226933 -3.102514 -2.937578 0.02 0.01 -0.03
H -4.859565 -2.901322 1.274103 0.00 -0.02 -0.06
H -5.994134 -4.774931 2.402167 0.01 -0.01 0.02
H -2.349824 -5.732218 4.441201 0.00 0.02 0.00
H -1.228886 -3.856413 3.311172 0.01 0.01 -0.05
H 1.521923 4.266843 2.587897 -0.02 0.00 0.01
H 2.160836 4.816633 0.036729 -0.01 0.02 -0.01
F 4.890104 -3.695267 3.990091 -0.12 0.07 0.02
C 3.792156 -3.081300 4.484707 0.21 -0.13 0.16
F 3.090890 -4.019183 5.147881 0.07 0.09 -0.03
F 4.232080 -2.190561 5.396330 -0.04 -0.07 -0.04
C 2.986126 -2.423684 3.411923 -0.36 0.14 -0.30
C 1.827846 -3.013563 2.927901 0.22 0.02 0.19
C 1.119537 -2.350930 1.939919 -0.03 0.17 -0.11
N 1.484020 -1.177912 1.424128 0.25 -0.24 0.58
C 2.605967 -0.633300 1.890983 -0.14 0.21 -0.28
C 3.385925 -1.206427 2.877659 0.15 -0.19 0.28
H 1.476643 -3.954681 3.327467 -0.01 -0.02 -0.06
H 0.203578 -2.773985 1.552780 -0.06 -0.06 -0.06
H 2.886414 0.315919 1.446206 -0.01 0.03 0.04
H 4.273738 -0.712349 3.248830 0.00 0.05 -0.08
C 0.578805 -5.510156 -1.243089 0.08 0.09 -0.12
N 1.343408 -4.371091 -1.709662 0.04 0.03 -0.02
C 2.529727 -4.187662 -0.888834 -0.10 -0.02 -0.09
C 0.487659 -3.177503 -1.782838 0.09 0.01 -0.09
C 1.268765 -1.957124 -2.205707 0.04 -0.08 0.07
C 1.936689 -1.998974 -3.431541 0.02 -0.07 0.07
C 2.803247 -0.986531 -3.808203 0.04 -0.05 -0.07
C 3.052122 0.055642 -2.925173 0.08 0.03 0.09
C 2.367737 0.113986 -1.718389 0.31 -0.19 0.04
C 1.425977 -0.849879 -1.375291 -0.64 0.52 0.02
H 1.158351 -6.423279 -1.394566 -0.02 -0.04 0.07
H -0.346594 -5.588209 -1.815600 -0.02 -0.02 0.03
H 0.318027 -5.433032 -0.172601 -0.06 0.00 0.00
H 3.100139 -5.118874 -0.877281 0.00 0.00 -0.01
H 2.290946 -3.922173 0.153331 -0.02 -0.02 0.02
H 3.159919 -3.402807 -1.302707 0.00 0.04 0.01
H -0.003108 -2.971143 -0.823178 0.04 -0.06 0.04
H -0.300290 -3.399493 -2.509198 0.03 -0.01 0.08
H 1.782554 -2.862591 -4.070605 0.04 0.00 -0.03
H 3.308722 -1.025078 -4.765950 -0.01 0.00 -0.01
H 3.760262 0.836326 -3.183191 0.01 -0.01 -0.02
H 2.584256 0.928536 -1.035704 -0.11 0.10 -0.07
```
Positions in Å, forces in eV/Å.

Results
- Multiplicity: 5
- Expectation value of S²: 6.095
- Charge: -1
- HOMO energy (alpha / beta): -2.860 / -4.404 eV
- HOMO-LUMO gap (alpha / beta): 4.4 / 5.6 eV
- LUMO (alpha / beta): 1.555 / 1.242 eV